Formula: C22H37N8O5S4Y
Source: the Open Molecules 2025 dataset
Level of theory: ωB97M-V/def2-TZVPD

Computed properties:
- HOMO level: -1.71 eV
- Total charge: -2
- LUMO level: 3.9 eV
- Orbital gap: 5.567 eV

Each line ends with the Mulliken charge.
Geometry (Å):
Y -0.3713 -0.0694 0.9744  -0.412
C -6.7267 -6.1019 -0.9260  -1.397
C -5.6363 -5.1795 -0.4481  1.088
C -5.9045 -4.1688 0.4698  -0.835
C -4.9044 -3.3065 0.8945  -0.525
C -3.6168 -3.4596 0.4060  -0.502
C -3.3259 -4.4662 -0.5050  -0.267
C -4.3364 -5.3165 -0.9274  -0.800
S -2.3452 -2.3174 0.8914  1.689
O -1.0930 -3.0537 0.8072  -0.598
O -2.6885 -1.8017 2.2003  -0.767
N -2.3704 -1.1021 -0.0988  -0.192
C -1.9835 -1.3993 -1.4786  -0.946
C -0.4999 -1.7596 -1.6657  0.492
O -0.1704 -2.6044 -2.4997  -0.808
O 0.3100 -1.0879 -0.9304  1.272
H -7.6345 -5.9768 -0.3353  0.342
H -6.4188 -7.1469 -0.8571  0.335
H -6.9781 -5.9039 -1.9708  0.286
H -6.9107 -4.0561 0.8590  0.270
H -5.1021 -2.5203 1.6116  0.468
H -2.3113 -4.5745 -0.8676  0.485
H -4.1099 -6.1018 -1.6406  0.346
H -2.1454 -0.4770 -2.0465  0.104
H -2.6024 -2.1789 -1.9358  0.252
S 1.1399 -1.5393 2.8606  -0.434
C 0.7227 -0.8518 4.3978  0.580
C 1.1798 -1.5882 5.5454  -0.196
N 1.5732 -2.1909 6.4461  -0.654
C 0.0447 0.3127 4.5971  0.416
S -0.5360 1.3761 3.3436  -0.593
C -0.1963 0.7558 5.9413  -0.149
N -0.3984 1.1435 7.0086  -0.631
N 2.0881 -3.6849 -0.2343  -0.694
H 1.4452 -3.2892 -0.9212  0.121
H 1.8929 -3.1554 0.6141  0.194
H 1.7253 -4.6133 -0.0437  0.318
N -0.2160 1.3551 -3.7569  -0.855
N 0.6783 1.5974 -2.6576  0.091
H -1.1656 1.5820 -3.4730  0.317
H -0.2012 0.3545 -3.9185  0.309
H 0.1754 1.5182 -1.7651  -0.442
H 1.0206 2.5472 -2.7319  0.327
C -2.2769 3.2030 -1.4264  -1.804
C -1.7918 2.8125 -0.0236  1.580
C -3.0165 2.5449 0.8578  -1.534
C -0.9579 3.9563 0.5599  -1.479
O -1.0068 1.6620 -0.1146  0.717
H -2.9233 4.0852 -1.3970  0.456
H -2.8457 2.3732 -1.8554  0.282
H -1.4257 3.4229 -2.0746  0.313
H -3.6852 3.4116 0.8896  0.429
H -2.7051 2.3110 1.8775  0.255
H -3.5625 1.6841 0.4646  0.267
H -1.5359 4.8842 0.6254  0.398
H -0.0813 4.1277 -0.0697  0.291
H -0.6087 3.6887 1.5585  0.222
C 5.6984 -0.7795 1.1675  -1.352
C 4.2433 -1.2221 1.1075  -0.504
N 3.7024 -1.0900 -0.2354  0.088
C 2.9952 -0.0382 -0.6798  0.267
S 2.4565 1.2259 0.3335  -0.441
N 2.7001 0.0152 -1.9827  0.164
C 2.9039 -1.0667 -2.9291  -0.295
C 4.3118 -1.0739 -3.5163  -1.379
H 6.0904 -0.9043 2.1788  0.429
H 5.7780 0.2748 0.8960  0.275
H 6.3208 -1.3610 0.4820  0.317
H 3.6338 -0.6328 1.7856  0.284
H 4.1355 -2.2650 1.4065  0.358
H 3.6755 -1.9361 -0.7879  0.348
H 1.9736 0.6966 -2.2135  0.164
H 2.1654 -0.9297 -3.7190  0.387
H 2.6616 -2.0304 -2.4763  0.102
H 4.5096 -0.1411 -4.0470  0.348
H 4.4304 -1.9046 -4.2154  0.409
H 5.0632 -1.1772 -2.7321  0.235